Model w:
Computed, not measured: a molecular structure, C6H10N, with ωB97M-V with the def2-TZVPD basis set.

```
! RIJCOSX wB97M-V def2-TZVPD def2/J DEFGRID3
* xyz 1 1
C 1.52522 1.17974 0.00531
C 0.21733 1.41600 0.21163
C 1.87153 -0.33683 -0.17266
C -0.20473 -1.03810 0.94515
C -0.61622 0.22381 0.29835
C -1.99468 0.41336 -0.33495
N 0.57916 -1.12230 -0.21375
H 2.32542 2.03859 -0.13556
H -0.26440 2.41285 -0.08553
H 2.22617 -0.37319 -1.17607
H 2.56023 -0.67471 0.67913
H 0.22184 -1.05673 1.97498
H -0.97941 -1.84151 0.89258
H -2.05804 1.27617 -1.02254
H -2.59135 0.59273 0.55085
H -2.15885 -0.44522 -0.87974
H 0.52868 -1.90222 -0.84588
*
```

The value obtained for the HOMO-LUMO gap is 9.8 eV.

***

Model x:
Computed, not measured: a gas-phase ion, C6H10N (charge +1), with ωB97M-V with the def2-TZVPD basis set.

```
! RIJCOSX wB97M-V def2-TZVPD def2/J DEFGRID3
* xyz 1 1
C 1.37405 0.85368 0.96904
C 1.15539 0.00229 0.00208
C 1.96579 -0.11924 -1.31693
C -0.10620 -0.83933 0.01826
N -1.16950 -0.58163 -1.00582
C -1.41200 -0.25678 0.19166
C -2.41211 0.30802 1.09203
H 0.84173 0.92939 1.87710
H 2.28435 1.39776 0.67068
H 1.99562 -1.25698 -1.52193
H 1.56482 0.53626 -2.08111
H 2.97623 0.32333 -1.22157
H 0.07758 -1.93480 0.23232
H -1.08525 -0.70503 -1.97144
H -3.42188 -0.10765 0.86885
H -2.60330 1.49896 1.13274
H -2.02532 -0.04826 2.06404
*
```

The SMILES is C=C(C)[C@@H]1[NH+]=C1C. The value obtained for the HOMO-LUMO gap is 9.2 eV.

***

Model y:
Computed, not measured: a gas-phase ion, C6H10N (charge +1), with ωB97M-V with the def2-TZVPD basis set.

```
! RIJCOSX wB97M-V def2-TZVPD def2/J DEFGRID3
* xyz 1 1
C -3.38142 -0.32450 -0.07484
C -2.01698 -0.48015 0.00836
C -0.85281 0.42119 -0.17226
C 0.57381 0.28826 -0.06215
C 1.35497 1.64381 -0.11395
N 1.11175 -1.02012 -0.05342
C 2.20528 -1.47079 0.38575
H -4.07860 -1.18970 -0.13320
H -3.94730 0.60530 -0.11640
H -1.68199 -1.62580 0.18888
H -1.21545 1.50155 -0.17336
H 1.54932 2.09728 0.84840
H 0.66789 2.28556 -0.56338
H 2.26696 1.66550 -0.65973
H 0.44056 -1.71288 -0.23855
H 2.34889 -2.52749 0.53614
H 3.02454 -0.77548 0.66310
*
```

The SMILES is C=C/C=C(/C)[NH+]=C. The value obtained for the HOMO-LUMO gap is 7.5 eV.

***

Model z:
Computed, not measured: a gas-phase ion, C6H10N (charge +1), with ωB97M-V with the def2-TZVPD basis set.

```
! RIJCOSX wB97M-V def2-TZVPD def2/J DEFGRID3
* xyz 1 1
C 0.39420 3.57871 -0.52876
C 0.62509 2.54472 0.06428
C 0.77516 1.62836 1.15122
C 0.28969 0.21794 0.77274
N -0.50624 -0.18050 -0.17822
C -1.06166 -1.50943 -0.23450
C 0.04018 -2.43859 -0.87080
H 0.32164 4.26746 -1.30506
H -0.01290 1.84707 1.93519
H 1.80544 1.68343 1.51494
H 0.46017 -0.49461 1.66367
H -0.48613 0.26066 -1.06249
H -1.34952 -1.89430 0.84128
H -1.98780 -1.59869 -0.88337
H 0.89770 -2.56238 -0.11557
H -0.62199 -3.36925 -1.01116
H 0.41698 -1.98060 -1.75339
*
```

The SMILES is C#CC/C=[NH+]/CC. The value obtained for the HOMO-LUMO gap is 9.4 eV.

***

Name the least stable of them. model x.

***

Model w:
Computed, not measured: a gas-phase ion, C6H10N (charge +1), with ωB97M-V with the def2-TZVPD basis set.

```
! RIJCOSX wB97M-V def2-TZVPD def2/J DEFGRID3
* xyz 1 1
C -1.72476 -0.71813 0.44362
C -0.43440 -0.10561 -0.05559
C 0.67489 -1.03331 -0.44886
N 1.90967 -0.41654 -0.14379
C 1.60745 0.68181 0.57650
C 0.17361 1.30940 0.49403
C -0.52509 1.17092 -0.81704
H -2.29413 -0.02373 1.22084
H -1.40487 -1.68929 0.85563
H -2.39050 -1.02602 -0.32675
H 0.47408 -2.00875 0.08773
H 0.71617 -1.32457 -1.46799
H 2.69345 -0.86815 -0.39792
H 2.27954 1.11907 1.20721
H -0.18595 1.91103 1.20516
H -0.11825 1.31197 -1.78693
H -1.45090 1.70989 -0.64585
*
```

The SMILES is C[C@]12C[NH+]=C[C@H]1C2. The value obtained for the HOMO-LUMO gap is 9.7 eV.

***

Model x:
Computed, not measured: a molecular structure, C6H10N, with ωB97M-V with the def2-TZVPD basis set.

```
! RIJCOSX wB97M-V def2-TZVPD def2/J DEFGRID3
* xyz 1 1
C -1.36733 -0.22360 1.31230
C 0.73180 0.73795 -1.82794
C -0.79192 1.11432 1.11698
C 0.04409 -0.11731 0.70627
C -0.07283 0.49010 -0.66772
C 1.22113 -0.87811 1.25977
N -0.55276 -0.05614 -1.93723
H -1.33152 -0.44975 2.32938
H -2.30866 -0.45688 0.80245
H 0.71841 1.64581 -2.40014
H 1.62054 0.09852 -1.99777
H -0.72675 2.07679 1.55198
H 0.86790 -1.05065 2.33222
H 2.16298 -0.49772 1.21894
H 1.44317 -1.78822 0.76792
H -1.28700 0.33390 -2.53955
H -0.37124 -0.97900 -2.02784
*
```

The value obtained for the HOMO-LUMO gap is 9.6 eV.

***

Model y:
Computed, not measured: a gas-phase ion, C6H10N (charge +1), with ωB97M-V with the def2-TZVPD basis set.

```
! RIJCOSX wB97M-V def2-TZVPD def2/J DEFGRID3
* xyz 1 1
C 1.27796 -0.61520 0.09595
C 2.43385 -1.03446 0.39416
C 0.69983 0.55334 -0.65524
C 0.75200 1.93157 -0.12001
C -0.88615 -0.26295 1.27022
C -0.84179 -1.50674 -0.84174
N -0.17577 -0.55671 0.03808
H 0.69529 0.43783 -1.73330
H 0.95190 1.97199 0.94794
H -0.18666 2.44963 -0.32871
H 1.54726 2.47227 -0.63279
H -1.85941 0.17299 1.03611
H -1.03832 -1.18594 1.83064
H -0.32380 0.42761 1.89347
H -1.70792 -1.03038 -1.30841
H -0.16291 -1.85469 -1.62074
H -1.17537 -2.37018 -0.26563
*
```

The value obtained for the HOMO-LUMO gap is 9.8 eV.

***

Model z:
Computed, not measured: a gas-phase ion, C6H10N (charge +1), with ωB97M-V with the def2-TZVPD basis set.

```
! RIJCOSX wB97M-V def2-TZVPD def2/J DEFGRID3
* xyz 1 1
C -0.49166 -2.02542 -0.21319
C -0.35572 -0.75601 0.31312
N -1.63558 -0.11988 0.95834
C -1.43445 1.11571 1.05302
C -0.15129 1.69430 0.61728
C 0.56880 0.38387 0.21074
C 1.44665 0.24952 -1.10137
H 0.40643 -2.52457 -0.74862
H -1.33756 -2.26016 -0.87763
H -0.88659 -2.82336 0.44900
H -2.40157 1.60961 1.21425
H -0.40169 2.42648 -0.09889
H 0.42645 2.18211 1.40537
H 1.18861 0.03437 1.03058
H 0.83938 0.38467 -1.96399
H 2.01687 -0.68351 -1.09236
H 2.20290 1.11229 -1.15564
*
```

The SMILES is CC1=[N+]=CC[C@@H]1C. The value obtained for the HOMO-LUMO gap is 8.9 eV.

***

Name the least stable of them. model y.

***

Model w:
Computed, not measured: a molecular structure, H25O13, with ωB97M-V with the def2-TZVPD basis set.

```
! RIJCOSX wB97M-V def2-TZVPD def2/J DEFGRID3
* xyz -1 1
O -1.41795 1.39712 -1.03968
H 0.25144 1.30676 1.88023
H 0.48860 -3.41614 -2.26432
O -3.68305 2.24978 -0.65744
H -2.75144 2.64738 -0.77595
H 1.58604 0.74963 1.35016
O -0.31886 -3.87697 -1.97272
H -0.98718 -3.24121 -1.97227
O 4.22252 -0.47301 -0.99099
H 3.98534 -0.41910 -0.09227
H 4.41494 0.41520 -1.08386
O -1.84695 -1.44629 2.83656
H -0.82658 2.18716 -1.16817
H -2.50107 -1.26411 3.57075
O -0.07479 3.83033 0.49460
H 0.75254 3.79162 0.60744
H -0.57472 3.11823 0.92137
O -1.82059 -1.25865 -0.12305
H -2.68054 -1.52979 -0.13316
H 1.93754 -1.81530 3.54698
O 1.06043 0.89583 2.13042
H -1.28849 -0.72071 2.67008
H -1.42325 1.43283 0.17258
O 2.63842 -2.27741 2.97224
H -1.60406 -1.41896 0.71498
H -3.76035 1.35797 -0.96498
O 2.34070 -1.44911 -2.56689
H 2.29027 -1.29756 -3.53628
H 1.36851 -1.63241 -2.35305
O 1.36358 1.41138 -0.92374
H 0.62169 0.87539 -0.43163
H 2.55698 -1.82772 2.20405
O -1.44464 1.31897 1.46968
H -2.32775 1.15693 1.85366
H 0.83887 2.10419 -1.30824
O -0.17001 -1.10273 -1.98974
H -0.75787 -1.59950 -1.28676
H -0.45830 -0.18005 -1.76057
*
```

The value obtained for the HOMO-LUMO gap is 9.3 eV.

***

Model x:
Computed, not measured: 13 unconnected molecules or ions with the total composition H25O13, with ωB97M-V with the def2-TZVPD basis set.

```
! RIJCOSX wB97M-V def2-TZVPD def2/J DEFGRID3
* xyz -1 1
O 0.22781 -2.21985 -2.78636
H 3.11196 0.81975 2.09490
H -0.53006 -2.26274 -0.07799
O 0.23445 0.25084 -2.66034
H -0.20512 0.07619 -1.86703
H -0.49316 1.10993 0.80968
O -0.46875 -1.99556 0.76385
H -0.79001 -0.82671 0.16237
O 0.76358 3.27257 -1.50159
H 1.21899 2.86576 -2.18896
H 0.93978 2.66789 -0.82257
O -3.05799 -2.21241 -1.94638
H 1.09458 -2.11949 -2.49672
H -3.58778 -1.63428 -2.37666
O 2.76032 -1.10357 3.03637
H 3.09586 -1.78112 2.45638
H 1.70976 -1.33815 3.00373
O -0.11908 1.49251 1.75936
H -3.13988 -1.69332 0.85240
H 3.25751 2.42769 -1.38196
O 3.07238 1.72752 2.47627
H -3.09844 -2.14194 -1.05548
H 0.31067 0.70303 2.02241
O 3.04855 1.57871 -1.20482
H 0.10321 -0.52672 -3.04991
H 1.66193 -0.55653 -1.00440
O -3.51626 2.89087 1.36740
H -3.34406 1.97060 1.44536
H -2.49012 3.36569 1.40843
O -0.92407 0.15412 -0.26850
H -1.79081 0.22626 -0.46904
H 2.77837 1.62175 -0.33428
O 1.71148 -1.11816 -0.25683
H -3.17915 -2.67612 1.90668
H 2.72566 1.51099 3.39246
O -3.75444 -2.40724 1.19989
H 0.87537 -1.25241 0.26666
H -0.05894 -3.03885 -2.52326
*
```

The value obtained for the HOMO-LUMO gap is 9.4 eV.

***

Name the least stable of them. model x.

***

Model w:
Computed, not measured: 13 unconnected molecules or ions with the total composition H25O13, with ωB97M-V with the def2-TZVPD basis set.

```
! RIJCOSX wB97M-V def2-TZVPD def2/J DEFGRID3
* xyz -1 1
O 1.39421 3.85053 -1.01723
H -0.91100 -0.45801 0.45973
H -0.11040 2.60626 1.32321
O -3.87533 -0.36912 -1.66085
H -3.04179 -0.24395 -1.72183
H 1.72336 0.43212 3.40000
O 0.72221 2.18783 1.42673
H 0.80354 1.49024 0.94216
O -1.85933 -2.51638 2.48313
H -2.31123 -2.34526 1.53208
H -0.94636 -2.26696 2.32367
O -2.07494 -0.27663 -3.88721
H 1.64742 4.15257 -0.10756
H -1.21456 -0.35691 -3.51006
O 2.40469 -0.16391 1.65522
H 2.83612 0.39868 1.16723
H 1.80906 -0.79925 1.22424
O 0.87029 0.07172 3.52982
H 2.86751 0.05751 -1.60443
H -2.26489 1.85919 0.09185
O -0.19376 0.07025 0.23750
H -2.50055 0.52977 -3.92641
H 0.40897 0.22467 2.74283
O -2.32872 2.24574 -0.78247
H -3.98922 -1.22145 -1.01219
H -0.21737 -0.02813 -1.24831
O 0.46208 -4.35798 -0.28069
H 0.18506 -3.74816 -0.96381
H 0.82044 -4.03400 0.48063
O 0.45540 -2.22743 1.32002
H 0.64771 -2.07278 2.27118
H -1.41095 2.47805 -1.07181
O 0.20380 0.16499 -2.25643
H 2.70300 1.07184 -0.35152
H 0.32666 -1.32755 0.92026
O 3.45680 0.49413 -0.87320
H 0.25893 1.07276 -2.06322
H 2.24313 3.35499 -1.19227
*
```

The value obtained for the HOMO-LUMO gap is 9.6 eV.

***

Model x:
Computed, not measured: 13 unconnected molecules or ions with the total composition H25O13, with ωB97M-V with the def2-TZVPD basis set.

```
! RIJCOSX wB97M-V def2-TZVPD def2/J DEFGRID3
* xyz -1 1
O 0.38219 -2.33938 -1.69372
H 1.80022 -0.44407 3.15886
H -1.11120 0.12514 1.80948
O -0.32791 2.59861 -1.16242
H -0.96797 2.26557 -0.48202
H 2.99422 0.12729 2.34416
O -2.02563 0.27921 2.03081
H -1.99174 0.37208 2.91704
O -2.48791 -2.55444 -1.51260
H -2.00401 -2.91096 -2.28808
H -1.64610 -2.09076 -1.00437
O -0.23802 1.10089 3.70342
H 1.45014 -0.35481 1.01974
H -0.23546 2.09348 3.89437
O 0.96557 3.07441 -3.33254
H 0.02134 2.76205 -3.59366
H 0.87216 2.83451 -2.31526
O 1.65577 2.93315 0.49216
H 1.02975 3.12903 -0.14142
H 0.62744 -1.71462 -2.29484
O 2.67361 0.12029 3.19559
H 0.64805 0.82512 3.89037
H 0.82945 -0.39116 -0.68064
O 0.72747 -0.98170 0.56204
H 1.30839 3.14899 1.40571
H 0.03416 1.62835 -1.36099
O 2.98560 -1.58996 -1.16375
H 2.18331 -1.32631 -0.47699
H 2.90780 -2.57954 -1.35586
O -1.79706 -2.21637 1.72807
H -2.04472 -1.36991 1.76545
H -1.00407 -2.46887 1.27320
O 0.93244 0.18025 -1.72225
H 1.73437 0.19564 -2.19286
H 0.60795 -2.08245 -0.71038
O -4.25770 -0.60643 -1.83271
H -3.35592 -0.27378 -1.77900
H -3.87598 -1.49850 -2.09412
*
```

The value obtained for the HOMO-LUMO gap is 9.5 eV.

***

Name the least stable of them. model w.